ORCA calculation (ωB97M-V/def2-TZVPD) on an isolated ion of composition C13H25IN4O2P and charge +1.

E_tot in eV: -41323.16923
Total charge: +1
Max |F| in Eh/bohr: 0.0505
Frontier orbital gap in eV: 8.30
Molar mass in g mol⁻¹: 427.25
Highest occupied orbital energy in eV: -11.90
Structure (SMILES): CCC(=O)OCCn1c(CCCI)nn[n+]1P(CC)CC

Geometry as XYZ:
```
46
Properties=species:S:1:pos:R:3:forces:R:3
C 3.1857 -2.3296 2.2909 0.502 0.252 -0.020
C 3.7436 -1.0332 1.6633 -0.600 -0.500 -0.174
C 3.0387 0.1928 2.1420 1.129 1.731 1.574
O 3.5715 1.0190 2.8647 -1.160 -1.150 -1.428
O 1.7216 0.3678 1.7218 0.835 -0.552 -0.520
C 1.4615 1.6806 1.2741 -0.751 0.270 0.024
C 0.1294 1.6600 0.4865 0.392 0.315 0.471
N -0.1888 0.3481 -0.0459 -0.600 -0.076 -0.055
C 0.5112 -0.3572 -0.9307 0.653 0.284 0.353
C 1.7416 0.1474 -1.5798 -0.761 0.206 -0.945
C 1.8377 -0.4019 -3.0086 0.694 -0.349 0.169
C 3.2671 -0.3960 -3.5563 -0.540 0.283 -0.463
I 3.5469 1.2738 -4.8933 0.200 -0.105 0.341
N -0.0745 -1.5185 -1.1169 -0.392 -0.647 -0.034
N -1.1627 -1.5326 -0.3677 0.130 -0.396 -0.366
N -1.2477 -0.4235 0.2659 -0.062 0.639 -0.132
P -2.5953 -0.0211 1.4188 -0.432 0.092 1.725
C -3.8395 -1.2263 0.8457 0.120 0.076 -1.929
C -4.1785 -1.1342 -0.6810 0.634 0.482 0.705
C -3.1929 1.6295 0.8102 0.180 -0.601 -0.295
C -4.7212 1.7625 0.7123 0.626 0.444 -0.348
H 2.5843 -2.8906 1.5913 -0.372 -0.023 -0.073
H 4.0194 -2.9633 2.5624 0.120 -0.177 0.116
H 2.6334 -2.1094 3.1934 -0.237 -0.111 0.194
H 4.7909 -0.8954 1.8780 0.220 0.082 0.278
H 3.6628 -1.1242 0.5850 -0.087 0.167 -0.254
H 1.3134 2.3573 2.1049 0.154 0.179 0.262
H 2.2513 2.0905 0.6532 0.335 -0.222 -0.057
H -0.6422 2.0267 1.1459 -0.456 -0.378 0.003
H 0.1720 2.3426 -0.3526 0.043 0.205 -0.168
H 2.6212 -0.0557 -0.9879 0.185 -0.158 0.234
H 1.6062 1.2202 -1.6656 0.378 0.379 0.185
H 1.2154 0.1863 -3.6655 -0.365 0.070 -0.093
H 1.4621 -1.4194 -3.0389 -0.018 -0.190 0.088
H 3.4170 -1.2571 -4.1838 0.163 -0.226 -0.182
H 4.0271 -0.3831 -2.7898 0.205 0.165 0.110
H -3.4782 -2.2275 1.0369 0.105 -0.131 0.487
H -4.7545 -1.0551 1.3953 0.041 -0.004 0.589
H -3.4356 -0.5081 -1.1630 0.070 0.071 -0.365
H -5.1272 -0.6448 -0.8403 -0.348 -0.190 -0.088
H -4.1187 -2.1031 -1.1513 -0.265 -0.225 -0.112
H -2.8096 2.3557 1.5137 0.168 0.118 0.247
H -2.7149 1.8308 -0.1442 -0.099 0.185 -0.259
H -4.9752 2.7764 0.9862 -0.220 0.188 0.245
H -5.2642 1.0767 1.3436 -0.201 -0.119 0.131
H -5.0114 1.6667 -0.3230 -0.314 -0.354 -0.170
```
Forces are in eV/Å.

ORCA calculation (ωB97M-V/def2-TZVPD) on C13H25INO4P2Tl as an isolated structure.

E_tot in eV: -54917.42115
Total charge: +2
Max |F| in Eh/bohr: 0.1323
Frontier orbital gap (alpha / beta) in eV: 5.21 / 5.20
Molar mass in g mol⁻¹: 652.58
Highest occupied orbital energy (alpha / beta) in eV: -14.30 / -14.29

Geometry as XYZ:
```
47
Properties=species:S:1:pos:R:3:forces:R:3
C 2.6566 -1.8614 -1.9187 -1.082 -1.343 -2.404
C 2.3848 -1.1689 -0.6922 4.138 2.791 4.622
H 3.7358 -2.0970 -2.1261 -0.724 0.487 0.856
H 2.2655 -1.2564 -2.7757 0.316 -0.242 0.781
H 2.0739 -2.8203 -1.9401 0.517 0.751 0.197
O 2.8870 -0.6836 0.2589 -2.767 -2.551 -4.645
I -1.6164 -0.5101 -0.2237 -2.119 1.200 1.883
Tl -1.3250 -2.2992 -3.8613 -0.268 0.151 0.081
P -0.0702 -2.8509 0.5222 -0.200 -1.766 1.949
C 0.1746 -2.6963 2.3506 0.299 1.015 0.022
C -1.6175 -3.8488 0.7538 -0.485 0.544 -1.031
H -1.3219 -4.7941 1.2368 -0.427 0.504 -0.141
H 0.6608 -5.0700 1.1753 0.393 0.355 -0.423
H -2.0751 -4.0399 -0.2247 -0.061 -0.281 0.233
H 1.0402 -4.7468 -0.5647 0.097 -0.253 0.280
H -0.3404 -1.8086 2.7438 0.007 -0.355 0.050
H -2.3475 -3.2571 1.3298 0.354 -0.388 -0.055
C 1.0467 -4.3298 0.4510 0.346 0.133 -0.951
H -0.2107 -3.6290 2.8037 0.172 0.558 -0.222
H 2.0743 -4.0422 0.7083 -0.185 -0.172 -0.020
H 1.2476 -2.6034 2.5689 -0.288 0.018 0.036
P 0.4624 1.2537 -1.8904 1.439 2.264 -0.821
C 0.9629 2.7731 -0.9337 0.161 -0.393 0.672
C 1.7576 1.5728 -3.1727 -0.101 -0.291 -0.131
H -1.3872 1.4734 -3.4604 0.061 0.592 -0.059
H -0.3930 3.0141 -3.3403 -0.442 -0.536 0.278
H -1.6319 2.5645 -2.0700 0.380 -0.148 -0.360
C -0.8768 2.1857 -2.7865 -0.700 -0.995 0.165
H 1.6125 0.8967 -4.0269 0.313 0.185 0.034
H 1.6269 2.6128 -3.5079 0.314 -0.458 -0.060
H 1.1348 3.5907 -1.6622 -0.082 -0.485 0.463
H 1.8871 2.5592 -0.3660 -0.420 0.358 -0.195
H 2.7553 1.4555 -2.7309 -0.092 -0.036 -0.282
H 0.1602 3.0794 -0.2460 0.324 -0.102 -0.117
C 0.8330 0.1649 1.3466 0.981 1.179 1.259
O 1.4573 0.9990 1.7923 -0.818 -0.551 -0.298
O -1.3875 0.3802 3.1469 -0.863 0.239 -1.454
C -1.8030 1.3586 2.5433 1.538 0.347 1.522
C -1.5158 2.7705 3.0712 0.354 0.043 0.520
C -2.1437 3.7173 2.0659 -0.386 -0.023 0.551
C -2.5329 2.7989 0.9060 -0.051 2.137 -1.674
O -2.8251 3.2251 -0.2076 0.454 -1.418 1.418
N -2.4713 1.4937 1.3508 0.483 -2.273 -1.659
H -1.9776 2.8453 4.0533 0.067 0.001 0.115
H -0.4242 2.9239 3.2338 -0.682 -0.393 -0.285
H -3.0588 4.1087 2.5161 -0.135 0.077 -0.335
H -1.5440 4.5962 1.7994 -0.129 -0.476 -0.363
```
Forces are in eV/Å.

ORCA calculation (ωB97M-V/def2-TZVPD) on C13H25InN2O5PS2 as an isolated structure.

E_tot in eV: -63233.11990
Total charge: -1
Max |F| in Eh/bohr: 0.1230
Frontier orbital gap in eV: 5.22
Molar mass in g mol⁻¹: 499.28
Highest occupied orbital energy in eV: -2.98

Geometry as XYZ:
```
49
Properties=species:S:1:pos:R:3:forces:R:3
N -0.5172 1.1409 3.9613 -0.200 -0.220 -0.232
P -0.2098 1.9056 2.3890 -0.799 0.580 -0.163
O -0.9910 0.8929 1.2371 0.164 -0.082 0.581
In 2.3053 1.7392 1.8184 0.227 -0.532 -0.291
C 2.5562 -0.3414 0.8952 0.286 -1.522 -0.020
C 2.5783 -1.5475 1.8945 0.410 -1.339 -6.168
C 2.7037 -2.9194 1.1347 -0.311 4.108 -1.194
C 2.7715 -2.8181 -0.4342 -0.015 0.000 1.965
N 2.7774 -1.6996 -1.2923 -0.462 0.390 3.743
C 2.6618 -0.4401 -0.6425 -0.091 -2.684 3.190
H -1.4626 1.3805 4.2841 0.811 0.055 0.040
H 0.1875 1.3774 4.6696 -0.432 -0.201 -0.521
H -1.7829 1.3183 0.8523 0.884 0.073 0.599
H 3.3481 1.9707 3.2736 -0.284 -0.113 -0.241
H 2.6155 2.9481 0.5313 0.008 -0.287 0.429
H 2.5053 -1.4552 3.0214 0.091 0.001 -1.707
H 2.7234 -3.9133 1.7096 -0.042 1.528 -1.324
H 2.8342 -3.8379 -0.9704 -0.034 1.771 0.819
H 2.6266 0.5285 -1.2593 0.105 -1.810 0.973
C -2.1482 6.2617 -1.4009 -0.135 0.087 0.000
C -1.0756 6.8984 -0.5144 0.038 0.176 -0.048
C -0.4936 5.7921 0.3688 0.021 0.576 0.319
S -0.6816 4.2679 -0.5492 0.518 -0.481 0.061
O -1.6092 3.4181 0.1573 -0.081 0.329 -0.652
O 0.6161 3.8058 -0.9756 -0.616 -0.026 0.019
C -1.5260 4.9844 -1.9498 -0.356 0.313 -0.339
H -2.4616 6.9326 -2.2040 -0.005 -0.050 0.058
H -3.0297 6.0202 -0.7981 0.054 -0.017 -0.070
H -0.2859 7.3205 -1.1446 -0.070 -0.042 0.029
H -1.4820 7.7124 0.0904 0.055 -0.061 -0.044
H 0.5631 5.9585 0.5792 -0.091 -0.275 0.035
H -1.0476 5.6930 1.3037 0.082 -0.184 -0.094
H -2.2613 4.2815 -2.3403 0.156 -0.096 0.096
H -0.7766 5.2077 -2.7125 -0.008 -0.077 0.090
C -1.2216 -5.6059 -2.2168 -0.140 0.092 -0.069
C -0.7751 -4.2603 -1.6385 0.143 0.075 -0.340
C -0.9206 -4.3376 -0.1230 -0.062 0.548 -0.014
S -0.7266 -6.0623 0.3108 0.338 0.298 0.023
O -1.9812 -6.5512 0.8381 0.265 -0.121 0.131
O 0.5279 -6.2392 1.0071 -0.445 -0.261 0.143
C -0.5454 -6.6663 -1.3584 -0.039 -0.204 -0.507
H -0.9480 -5.7076 -3.2692 -0.025 -0.006 0.080
H -2.3101 -5.6978 -2.1398 0.076 -0.066 -0.009
H 0.2739 -4.0831 -1.8967 -0.092 0.034 0.038
H -1.3579 -3.4328 -2.0484 0.099 -0.041 0.076
H -0.1537 -3.7452 0.3792 -0.084 -0.139 0.129
H -1.9131 -4.0183 0.1993 0.094 -0.140 0.085
H -1.0030 -7.6511 -1.4507 0.064 0.029 0.195
H 0.5232 -6.7258 -1.5765 -0.067 0.012 0.102
```
Forces are in eV/Å.

ORCA calculation (ωB97M-V/def2-TZVPD) on C13H25Li2O10P as an isolated structure.

E_tot in eV: -44065.87665
Total charge: -2
Max |F| in Eh/bohr: 0.0661
Frontier orbital gap in eV: 3.51
Molar mass in g mol⁻¹: 386.19
Highest occupied orbital energy in eV: 0.70

Geometry as XYZ:
```
51
Properties=species:S:1:pos:R:3:forces:R:3
Li 7.3205 7.5291 1.0770 -0.638 -0.148 -0.228
Li 5.0646 6.7773 -0.6519 0.360 -0.090 1.322
P 4.9877 7.7476 1.5994 -2.353 -0.838 2.305
O 4.1653 8.7353 2.4268 0.529 0.438 -0.533
O 5.7027 8.2692 0.3327 1.140 1.409 -1.811
O 4.0510 6.6503 1.0071 0.069 -0.502 -0.718
O 6.1490 7.1439 2.4567 0.790 0.034 -0.098
O 7.9181 3.8141 -1.1932 -0.220 0.219 -0.089
C 7.0372 4.5628 -0.4067 -1.078 2.199 0.526
O 6.9037 5.7714 -0.8648 0.178 -0.696 -0.619
O 6.4945 4.1363 0.5835 0.494 -1.501 0.146
H 7.9812 4.5313 -1.8453 0.632 -0.387 -0.428
C 11.3698 6.3220 2.0057 0.751 -0.279 0.721
C 10.5561 5.0904 2.4376 -0.664 0.286 -0.222
C 9.0898 5.5528 2.2176 0.173 -1.575 0.858
O 9.1253 6.6988 1.4041 0.225 0.170 -0.173
C 10.3666 7.3747 1.5448 -0.212 -0.215 -0.333
H 12.1013 6.0735 1.2352 -0.120 0.045 -0.115
H 11.9446 6.6643 2.8714 0.039 0.216 -0.129
H 10.7312 4.7982 3.4736 0.019 0.196 0.058
H 10.7465 4.1951 1.8450 0.169 0.184 -0.224
H 8.5604 5.6979 3.1642 0.037 0.599 -0.059
H 8.5483 4.7327 1.7482 -0.304 0.444 -0.412
H 10.2780 8.2403 2.2107 -0.048 -0.182 0.252
H 10.6257 7.7736 0.5645 0.035 0.024 -0.006
C 8.6085 7.5216 6.3682 -0.231 -1.351 -1.323
C 9.2474 8.5958 5.4939 -0.443 0.677 0.793
C 8.0800 9.0084 4.6148 -0.281 0.041 -1.444
O 6.8909 8.6721 5.3111 -0.298 0.067 0.271
C 7.1808 8.0476 6.5215 0.955 0.632 1.515
H 9.2249 7.2356 7.2204 -0.398 0.257 0.372
H 8.4696 6.6177 5.7576 0.389 -0.029 0.007
H 10.1470 8.2813 4.9686 -0.034 0.014 -0.083
H 9.4637 9.4435 6.1588 0.424 -0.048 -0.102
H 8.0813 8.5240 3.6266 -0.249 -0.553 0.343
H 8.0184 10.0630 4.3153 0.263 0.158 0.609
H 6.4182 7.3308 6.8228 0.029 -0.344 -0.615
H 7.2154 8.7375 7.3944 -0.234 0.451 -0.311
C 9.4551 10.8803 -0.5516 -0.792 1.345 0.053
C 9.8256 9.8251 -1.5958 -0.013 -1.211 1.414
C 8.9015 8.6353 -1.1612 -0.944 1.059 -1.492
O 8.3793 8.9923 0.0785 0.495 -0.695 1.263
C 8.1693 10.3990 0.1556 0.438 -1.431 -1.232
H 9.2644 11.8476 -1.0292 0.295 0.099 0.181
H 10.2074 10.9924 0.2291 0.232 0.059 -0.229
H 10.8518 9.4949 -1.4200 0.174 0.304 -0.477
H 9.6466 10.1230 -2.6241 0.139 0.041 -0.035
H 9.3261 7.6349 -1.1523 0.176 0.058 0.344
H 8.0786 8.6036 -1.8924 -0.083 -0.219 0.110
H 8.0764 10.6537 1.2066 -0.041 0.144 -0.020
H 7.2324 10.5831 -0.3795 0.028 0.425 0.095
```
Forces are in eV/Å.